{
  "formula": "C14H19Br2N3O6P2",
  "method": "ωB97M-V/def2-TZVPD",
  "fmax_ev_per_a": 0.81,
  "smiles": "CC[C@H](Br)c1cc2c(c(P(O)Br)c1)C(=O)N(P(=N)(O)O)C2=O.CN(C)C=O",
  "homo_lumo_gap_ev": 8.19,
  "e_homo_ev": -9.156,
  "spin_multiplicity": 1,
  "total_charge": 0,
  "symbols": ["C", "C", "C", "Br", "C", "C", "C", "C", "C", "P", "O", "Br", "C", "C", "O", "N", "P", "N", "O", "O", "C", "O", "H", "H", "H", "H", "H", "H", "H", "H", "H", "H", "H", "H", "C", "N", "C", "C", "O", "H", "H", "H", "H", "H", "H", "H"],
  "coordinates": [[4.994, 2.023, 2.339], [3.850, 3.037, 2.513], [3.318, 3.608, 1.179], [3.019, 5.522, 1.359], [2.071, 2.877, 0.727], [0.791, 3.384, 0.863], [-0.260, 2.588, 0.460], [-0.071, 1.325, -0.061], [1.194, 0.787, -0.205], [1.457, -0.884, -0.920], [3.043, -1.077, -0.579], [0.543, -2.031, 0.780], [2.257, 1.590, 0.188], [-1.393, 0.746, -0.399], [-1.618, -0.248, -1.036], [-2.363, 1.661, 0.080], [-3.976, 1.276, 0.478], [-5.018, 2.099, -0.289], [-4.003, -0.322, 0.400], [-3.868, 1.483, 2.056], [-1.723, 2.866, 0.513], [-2.291, 3.882, 0.814], [5.960, 2.497, 2.506], [4.880, 1.195, 3.038], [5.003, 1.586, 1.338], [4.157, 3.851, 3.164], [3.015, 2.543, 3.017], [4.067, 3.494, 0.398], [0.608, 4.371, 1.266], [3.214, -1.143, 0.370], [3.260, 1.206, 0.067], [-5.709, 1.559, -0.792], [-4.296, -0.619, -0.471], [-4.361, 0.794, 2.519], [-1.781, -3.530, -1.742], [-1.592, -4.781, -2.449], [-1.917, -6.031, -1.786], [-1.120, -4.831, -3.710], [-0.946, -5.858, -4.337], [-1.173, -3.499, -0.837], [-2.831, -3.404, -1.463], [-1.488, -2.698, -2.379], [-1.037, -6.672, -1.723], [-2.684, -6.572, -2.343], [-2.281, -5.817, -0.784], [-0.901, -3.834, -4.129]],
  "forces_ev_per_angstrom": [[-0.20, 0.03, -0.03], [-0.17, -0.29, 0.00], [-0.04, -0.20, 0.20], [0.07, 0.11, -0.12], [0.30, -0.24, -0.21], [-0.18, 0.17, 0.06], [-0.10, -0.17, -0.03], [-0.15, 0.31, 0.10], [0.04, -0.17, 0.02], [0.10, 0.05, -0.25], [-0.13, -0.16, 0.02], [0.08, -0.04, 0.23], [-0.04, 0.24, 0.07], [-0.37, 0.25, -0.16], [0.07, -0.15, 0.09], [0.60, 0.16, 0.16], [-0.55, 0.38, -0.23], [0.43, -0.64, 0.12], [-0.11, 0.12, 0.00], [0.08, -0.15, -0.16], [-0.49, 0.41, 0.02], [0.36, -0.73, 0.01], [0.05, -0.07, -0.05], [0.14, 0.08, 0.06], [0.04, 0.03, 0.03], [0.09, 0.00, -0.03], [-0.01, 0.11, 0.00], [0.08, 0.20, 0.04], [0.01, -0.01, -0.01], [0.14, 0.04, 0.02], [0.05, 0.07, -0.01], [-0.18, 0.29, 0.00], [0.14, -0.14, -0.01], [-0.08, 0.12, 0.14], [0.01, -0.15, -0.03], [-0.03, 0.07, 0.09], [0.03, 0.02, -0.06], [0.03, 0.01, -0.07], [0.00, -0.01, 0.01], [-0.08, 0.01, -0.07], [0.00, 0.05, 0.01], [0.00, 0.01, 0.01], [-0.01, -0.02, 0.01], [0.00, -0.02, 0.01], [0.00, 0.01, 0.01], [0.00, 0.00, 0.01]]
}

***

{
  "formula": "C4H5NO",
  "method": "ωB97M-V/def2-TZVPD",
  "fmax_ev_per_a": 1.44,
  "homo_lumo_gap_ev": [6.97, 8.61],
  "e_homo_ev": [-8.736, -9.916],
  "e_above_lowest_kcal_mol": 128.7,
  "spin_multiplicity": 1,
  "total_charge": 0,
  "symbols": ["N", "C", "C", "C", "C", "O", "H", "H", "H", "H", "H"],
  "coordinates": [[-2.450, -0.275, -0.719], [-1.335, 0.010, -0.531], [0.280, 0.191, -1.333], [-0.018, 0.449, 0.022], [0.615, -0.440, 1.378], [1.678, 0.231, 1.483], [0.486, 0.987, -2.048], [0.306, -0.841, -1.670], [0.019, 1.485, 0.351], [-0.201, -0.338, 2.134], [0.621, -1.458, 0.934]],
  "forces_ev_per_angstrom": [[0.27, -0.03, -0.20], [-0.24, 0.33, 1.17], [0.46, -0.21, -0.86], [-0.90, 0.27, 0.20], [-1.21, -0.51, -0.61], [0.92, 0.19, 0.47], [0.15, -0.22, 0.14], [0.17, 0.16, -0.10], [-0.22, -0.05, -0.23], [0.36, 0.02, -0.24], [0.24, 0.05, 0.26]]
}

***

{
  "formula": "C6H10N2O2S",
  "method": "ωB97M-V/def2-TZVPD",
  "fmax_ev_per_a": 5.74,
  "homo_lumo_gap_ev": 9.95,
  "e_homo_ev": -9.540,
  "e_above_lowest_kcal_mol": 121.5,
  "spin_multiplicity": 1,
  "total_charge": 0,
  "symbols": ["C", "C", "C", "C", "C", "C", "N", "N", "O", "O", "S", "H", "H", "H", "H", "H", "H", "H", "H", "H", "H"],
  "coordinates": [[-1.475, 0.326, -0.428], [1.708, -1.337, 0.684], [-1.053, -0.690, -1.433], [1.043, 0.381, 0.017], [-0.363, 0.356, 0.687], [-0.583, 1.507, 1.709], [0.628, -1.614, 1.546], [-0.382, -0.931, 1.470], [0.515, 1.267, -2.414], [1.436, -0.989, -2.367], [0.630, 0.003, -1.735], [-1.569, 1.167, -1.012], [-2.324, 0.033, 0.019], [1.762, -1.856, -0.313], [2.609, -1.456, 1.186], [-0.867, -1.614, -1.062], [-1.588, -0.678, -2.345], [1.821, 1.205, 0.057], [-0.146, 1.087, 2.663], [-1.734, 1.556, 1.763], [-0.069, 2.277, 1.308]],
  "forces_ev_per_angstrom": [[3.09, -1.76, 0.67], [-2.20, 3.29, -3.05], [2.02, 2.92, -0.41], [1.02, -2.71, -0.10], [1.88, 0.76, -0.84], [-2.63, -4.96, 1.16], [-0.87, -0.66, -0.74], [-0.97, -0.01, 0.79], [-0.27, 0.41, 0.09], [0.86, -0.90, -0.01], [-0.47, 0.41, -0.11], [-0.32, 2.64, -0.38], [-3.36, -0.67, 1.68], [-0.45, -0.10, 1.30], [1.80, 0.50, 0.82], [0.20, -3.05, 1.06], [-0.43, -0.06, -0.94], [-1.36, -0.91, 0.12], [-0.58, 1.11, -0.75], [1.92, 0.69, 0.38], [1.13, 3.09, -0.75]]
}

***

What did the third record say?
{
  "formula": "C6H10N2O2S",
  "method": "ωB97M-V/def2-TZVPD",
  "fmax_ev_per_a": 5.74,
  "homo_lumo_gap_ev": 9.95,
  "e_homo_ev": -9.540,
  "e_above_lowest_kcal_mol": 121.5,
  "spin_multiplicity": 1,
  "total_charge": 0,
  "symbols": ["C", "C", "C", "C", "C", "C", "N", "N", "O", "O", "S", "H", "H", "H", "H", "H", "H", "H", "H", "H", "H"],
  "coordinates": [[-1.475, 0.326, -0.428], [1.708, -1.337, 0.684], [-1.053, -0.690, -1.433], [1.043, 0.381, 0.017], [-0.363, 0.356, 0.687], [-0.583, 1.507, 1.709], [0.628, -1.614, 1.546], [-0.382, -0.931, 1.470], [0.515, 1.267, -2.414], [1.436, -0.989, -2.367], [0.630, 0.003, -1.735], [-1.569, 1.167, -1.012], [-2.324, 0.033, 0.019], [1.762, -1.856, -0.313], [2.609, -1.456, 1.186], [-0.867, -1.614, -1.062], [-1.588, -0.678, -2.345], [1.821, 1.205, 0.057], [-0.146, 1.087, 2.663], [-1.734, 1.556, 1.763], [-0.069, 2.277, 1.308]],
  "forces_ev_per_angstrom": [[3.09, -1.76, 0.67], [-2.20, 3.29, -3.05], [2.02, 2.92, -0.41], [1.02, -2.71, -0.10], [1.88, 0.76, -0.84], [-2.63, -4.96, 1.16], [-0.87, -0.66, -0.74], [-0.97, -0.01, 0.79], [-0.27, 0.41, 0.09], [0.86, -0.90, -0.01], [-0.47, 0.41, -0.11], [-0.32, 2.64, -0.38], [-3.36, -0.67, 1.68], [-0.45, -0.10, 1.30], [1.80, 0.50, 0.82], [0.20, -3.05, 1.06], [-0.43, -0.06, -0.94], [-1.36, -0.91, 0.12], [-0.58, 1.11, -0.75], [1.92, 0.69, 0.38], [1.13, 3.09, -0.75]]
}